Entry 1:
A cluster of 7 separate species, C30H40F18N4O14 in total at a distorted geometry, computed with the ωB97M-V functional and the def2-TZVPD basis.

```
106
Properties=species:S:1:pos:R:3:forces:R:3
N -1.294 -1.662 6.166 -0.1318 0.2339 0.9943
C -1.069 -1.814 5.059 0.1114 -0.2724 -1.0875
C -0.790 -2.005 3.627 0.1877 0.0709 0.1854
C -0.743 -0.599 2.996 0.1659 0.1259 0.0621
O -0.201 -0.659 1.686 -0.0571 -0.0677 0.0419
O -1.080 0.012 0.787 -0.0572 -0.0644 -0.1793
C -1.715 -3.072 2.945 -0.1456 -0.0023 -0.0950
N -2.471 -2.491 1.838 -0.0088 0.2000 0.1466
C -2.645 -3.678 3.936 0.5926 0.4747 -0.7553
N -3.410 -4.184 4.614 -0.6507 -0.4620 0.6349
C -0.826 -4.226 2.396 0.2016 -0.0738 0.0163
N -1.476 -4.979 1.339 0.0332 -0.1090 0.0217
H 0.239 -2.384 3.579 -0.1447 -0.0085 -0.0080
H -1.711 -0.094 2.998 0.0575 -0.1487 -0.1118
H -0.064 0.002 3.613 -0.1522 -0.0033 -0.0305
H -1.505 -0.733 0.323 0.0847 -0.0113 0.3208
H -3.098 -1.771 2.184 0.0001 -0.0815 -0.0294
H -3.039 -3.224 1.421 0.1924 -0.0037 -0.0405
H -0.578 -4.884 3.237 0.1052 0.2045 -0.0259
H 0.106 -3.780 2.036 -0.1480 -0.0047 -0.0652
H -0.904 -4.978 0.505 -0.1008 0.0027 -0.0030
H -1.622 -5.943 1.608 -0.0403 0.0632 -0.0311
C -2.867 -0.198 -5.872 -0.0950 -0.0555 0.0473
C -1.535 -0.598 -5.287 0.0951 0.1167 -0.2801
O -1.669 -0.980 -3.892 -0.0525 -0.1863 0.0487
C -2.074 -2.214 -3.669 0.0592 0.0711 0.0888
O -2.331 -3.065 -4.472 0.0388 0.1404 0.1397
C -2.137 -2.475 -2.143 -0.0220 0.1506 -0.1880
F -2.723 -1.451 -1.502 0.0309 -0.0669 0.0417
F -0.894 -2.610 -1.658 -0.0683 -0.0452 0.0501
F -2.823 -3.578 -1.889 0.0402 -0.0564 0.0823
H -3.315 0.617 -5.303 0.0430 0.0171 -0.0022
H -2.721 0.135 -6.899 0.0090 0.0144 0.0110
H -3.562 -1.039 -5.877 0.0031 -0.0045 -0.0352
H -0.839 0.236 -5.287 -0.0079 -0.0152 0.1028
H -1.088 -1.429 -5.831 -0.0374 -0.0289 0.0210
C 4.247 -3.173 -0.676 0.0111 -0.0626 0.0672
C 3.842 -4.195 -1.714 -0.0109 0.1270 -0.0868
O 3.902 -5.539 -1.172 -0.0540 -0.0526 0.0376
C 2.860 -5.925 -0.460 0.0085 -0.0321 0.0128
O 1.871 -5.297 -0.213 -0.0222 0.0051 0.0169
C 3.056 -7.387 0.015 -0.0270 0.0601 -0.0288
F 4.284 -7.586 0.497 -0.0164 0.0030 0.0018
F 2.867 -8.221 -1.016 0.0108 0.0142 0.0290
F 2.174 -7.685 0.964 0.0182 0.0018 -0.0279
H 5.240 -3.396 -0.288 0.0071 0.0186 -0.0210
H 4.265 -2.182 -1.130 -0.0030 0.0029 -0.0037
H 3.541 -3.156 0.153 -0.0174 0.0138 -0.0224
H 4.534 -4.215 -2.551 0.0133 -0.0357 0.0230
H 2.835 -4.014 -2.087 -0.0118 -0.0254 0.0361
C 2.730 3.681 -6.488 -0.0429 0.0006 -0.0743
C 1.551 4.113 -5.647 0.1006 -0.0149 0.1120
O 0.392 4.382 -6.476 -0.0643 -0.0544 -0.0346
C -0.323 3.335 -6.839 -0.0740 0.0101 -0.0362
O -0.132 2.185 -6.563 0.0328 0.0612 0.0170
C -1.542 3.790 -7.679 0.0406 -0.0333 0.0425
F -1.196 4.690 -8.601 -0.0040 -0.0152 0.0059
F -2.457 4.345 -6.871 0.0186 -0.0078 -0.0226
F -2.096 2.748 -8.289 0.0066 0.0280 0.0203
H 2.954 4.431 -7.246 0.0185 0.0071 0.0203
H 3.606 3.560 -5.851 0.0012 0.0030 0.0050
H 2.531 2.731 -6.983 -0.0012 -0.0058 0.0239
H 1.741 5.056 -5.141 -0.0245 0.0121 -0.0325
H 1.283 3.361 -4.906 -0.0253 -0.0135 -0.0335
C 0.785 1.667 8.336 0.0618 0.0524 -0.0523
C -0.442 2.484 8.008 -0.0762 -0.1111 0.1093
O -0.125 3.546 7.067 -0.0053 0.0126 -0.0999
C -0.081 3.195 5.796 -0.0179 0.0129 0.0669
O -0.271 2.109 5.332 0.0303 0.0172 -0.0796
C 0.221 4.436 4.920 -0.0250 -0.1014 0.0901
F 1.217 5.165 5.440 -0.0036 -0.0083 -0.0647
F -0.868 5.213 4.846 0.0334 0.0015 -0.0174
F 0.565 4.069 3.692 -0.0155 0.0210 0.0079
H 1.580 2.306 8.721 -0.0123 -0.0074 0.0257
H 0.534 0.927 9.096 -0.0086 -0.0052 -0.0046
H 1.150 1.139 7.456 -0.0312 -0.0188 0.0057
H -0.823 3.009 8.880 0.0245 0.0350 -0.0218
H -1.235 1.869 7.584 0.0279 0.0026 -0.0382
C -3.173 -6.006 -7.443 0.0024 0.0388 -0.1144
C -2.799 -4.615 -6.987 -0.0399 -0.1764 0.1014
O -2.539 -3.747 -8.121 -0.0691 0.0823 -0.0994
C -3.600 -3.213 -8.702 0.0244 0.0382 0.0291
O -4.751 -3.378 -8.423 0.0654 -0.0278 -0.0365
C -3.144 -2.212 -9.793 -0.0713 -0.2140 0.2320
F -2.194 -2.720 -10.582 -0.0246 0.0190 -0.0080
F -2.642 -1.132 -9.173 0.0540 0.1593 -0.1325
F -4.169 -1.835 -10.546 0.0563 0.0298 -0.0017
H -2.395 -6.422 -8.084 0.0067 -0.0199 0.0206
H -3.288 -6.654 -6.574 0.0051 0.0063 0.0112
H -4.113 -6.000 -7.993 -0.0095 -0.0005 0.0195
H -1.868 -4.608 -6.427 -0.0516 0.0238 -0.0466
H -3.577 -4.163 -6.375 0.0425 -0.0119 -0.0604
C 2.812 7.733 6.805 -0.0038 -0.0719 0.0945
C 2.652 8.812 7.850 -0.0004 0.0989 -0.1350
O 2.573 8.236 9.177 0.0522 -0.0115 0.0577
C 3.725 7.924 9.746 0.0058 -0.0047 0.0447
O 4.826 8.076 9.304 -0.0838 -0.0186 0.0042
C 3.468 7.342 11.158 0.0252 0.0285 -0.0556
F 2.477 6.444 11.147 0.0153 0.0040 -0.0003
F 3.125 8.331 11.997 0.0021 -0.0283 -0.0155
F 4.563 6.754 11.626 -0.0268 0.0224 -0.0036
H 2.002 7.008 6.882 0.0084 0.0408 -0.0277
H 2.787 8.177 5.810 -0.0107 0.0071 -0.0020
H 3.761 7.212 6.924 0.0087 0.0247 -0.0113
H 1.713 9.348 7.735 -0.0118 -0.0320 0.0349
H 3.473 9.528 7.827 0.0262 -0.0384 0.0367
```
Forces are in eV/Å.

For the total energy, the calculation gives -4237.1204 Eh. Its structure (SMILES) is N#C[C@H](COO)[C@](N)(C#N)CN.CCOC(=O)C(F)(F)F.CCOC(=O)C(F)(F)F.CCOC(=O)C(F)(F)F.CCOC(=O)C(F)(F)F.CCOC(=O)C(F)(F)F.CCOC(=O)C(F)(F)F. Its net charge is 0. Its HOMO energy is -10.015 eV. The value obtained for the frontier orbital gap is 0.3760 Eh. As for the molar mass: 1022.6 g/mol.

Entry 2:
A structure of composition C16H28N7O3S2W, computed with the ωB97M-V functional and the def2-TZVPD basis.

```
57
Properties=species:S:1:pos:R:3:forces:R:3
W 0.749 0.140 0.642 0.0838 0.4557 0.0725
C 3.036 -4.710 1.348 0.0292 -0.0588 0.0293
S 3.395 -3.896 -0.220 -0.0798 0.1929 -0.0096
C 2.685 -2.336 -0.047 0.0788 -0.2006 0.0024
S 1.856 -1.844 1.430 0.0067 -0.1555 0.1042
N 2.820 -1.521 -1.047 0.0766 -0.1316 -0.1154
N 2.293 -0.286 -0.798 0.0071 0.0457 0.0388
C 2.671 0.678 -1.553 0.1176 -0.0853 -0.0949
C 2.105 1.992 -1.310 -0.0904 0.1521 0.0055
C 2.456 3.096 -2.062 -0.0319 0.0717 0.0600
C 1.881 4.327 -1.756 0.0342 -0.0169 -0.0337
C 0.979 4.404 -0.710 -0.0012 -0.0047 -0.0019
C 0.673 3.254 0.002 -0.0236 -0.0214 0.0383
N 1.218 2.067 -0.282 0.0559 0.1012 -0.1280
H 3.474 -5.701 1.235 -0.0070 0.0011 0.0099
H 1.968 -4.816 1.520 -0.0053 0.0149 -0.0172
H 3.525 -4.207 2.177 -0.0011 0.0100 -0.0110
H 3.402 0.505 -2.336 -0.0218 -0.0221 -0.0172
H 3.172 3.000 -2.867 0.0025 -0.0198 0.0052
H 2.140 5.206 -2.331 -0.0126 0.0074 0.0145
H 0.505 5.338 -0.440 0.0066 0.0042 -0.0079
H -0.045 3.271 0.810 -0.0006 -0.0153 0.0116
C -0.593 -0.436 -3.905 0.0017 -0.0056 -0.0088
N -0.941 -1.388 -2.839 0.0228 0.0793 -0.0678
C -1.508 -2.660 -3.307 -0.0116 -0.0081 0.0095
C -0.744 -1.107 -1.589 0.0574 -0.0775 0.3000
O -0.248 0.003 -1.189 -0.1942 -0.1048 -0.2067
C -1.100 -2.082 -0.475 -0.0492 -0.0038 -0.1816
O -0.895 -1.374 0.750 0.0434 -0.0170 0.1603
C -2.023 -1.073 1.573 -0.1181 0.0526 0.0006
C -2.109 0.441 1.649 0.1145 -0.1270 -0.0856
O -1.071 1.068 1.241 0.0412 0.0075 0.0845
N -3.158 1.041 2.127 -0.0010 0.0906 -0.0011
C -4.337 0.342 2.660 -0.0007 -0.0248 -0.0067
C -3.242 2.507 2.209 0.0176 0.0089 0.0124
H -1.469 -0.286 -4.533 -0.0021 -0.0075 0.0007
H 0.209 -0.859 -4.508 -0.0015 -0.0088 0.0039
H -0.285 0.509 -3.473 -0.0044 -0.0018 0.0084
H -2.468 -2.472 -3.784 -0.0008 -0.0029 -0.0022
H -1.638 -3.366 -2.492 0.0043 -0.0054 0.0001
H -0.826 -3.094 -4.035 -0.0018 0.0009 -0.0041
H -0.439 -2.951 -0.475 0.0346 0.0154 -0.0152
H -2.132 -2.420 -0.556 -0.0033 -0.0185 0.0594
H -1.844 -1.496 2.564 -0.0156 -0.0054 0.0011
H -2.923 -1.525 1.161 -0.0064 0.0148 -0.0318
H -4.265 -0.732 2.531 0.0042 -0.0022 0.0130
H -5.224 0.705 2.145 0.0031 0.0031 -0.0076
H -4.426 0.564 3.722 -0.0044 0.0017 -0.0005
H -2.315 2.955 1.874 -0.0026 -0.0031 -0.0043
H -3.443 2.790 3.241 0.0027 -0.0059 0.0028
H -4.064 2.848 1.582 -0.0055 -0.0133 -0.0031
N 2.476 0.909 1.778 -0.1732 -0.0626 0.2121
N 1.370 0.767 2.684 -0.0147 -0.1746 -0.1500
H 3.223 0.254 2.016 0.0413 0.0537 0.0014
H 2.817 1.868 1.741 -0.0195 -0.0028 -0.0303
H 1.074 1.661 3.068 0.0483 0.0121 -0.0261
H 1.600 0.126 3.442 -0.0305 0.0180 0.0076
```
Forces are in eV/Å.

For the total energy, the calculation gives -2098.0759 Eh. Its net charge is +3. Its HOMO energy is -16.539 eV. Its energy relative to the best compared isomer or geometry (same formula, charge and spin) is 0.072 eV. The value obtained for the frontier orbital gap is 0.2536 Eh. As for the molar mass: 614.4 g/mol.

Entry 3:
A structure of composition C67H51GeOP2STc, computed with the ωB97M-V functional and the def2-TZVPD basis.

```
124
Properties=species:S:1:pos:R:3:forces:R:3
Tc 0.520 -0.568 0.331 -0.6946 -0.4270 0.4966
O -0.195 1.336 -1.154 -0.1356 0.3843 -0.4507
S -1.287 0.327 -0.980 0.4398 -0.2005 0.3136
C -1.835 -0.180 -2.591 0.0078 0.0439 0.0178
C -3.148 -0.039 -2.980 -0.0141 -0.0268 0.0246
C -3.568 -0.200 -4.315 0.0067 0.0091 -0.0319
C -2.609 -0.424 -5.259 0.0383 0.0010 -0.0008
C -2.696 -0.483 -6.765 0.0541 0.0065 0.0439
C -1.264 -0.858 -7.231 -0.0084 -0.0059 0.0482
C -0.437 -0.864 -5.967 0.0078 0.0149 -0.0494
C 0.893 -1.069 -5.755 0.0031 -0.0348 0.0284
C 1.341 -1.186 -4.419 0.0280 -0.0422 -0.1052
C 0.538 -1.022 -3.311 -0.0138 -0.0316 0.0465
P 1.170 -1.655 -1.705 0.1699 0.1874 -0.1152
C 2.934 -1.970 -1.985 0.0607 0.0473 -0.0189
C 3.386 -3.144 -2.588 0.0494 -0.0199 0.0530
C 4.743 -3.333 -2.806 -0.0404 0.0092 0.0012
C 5.650 -2.348 -2.436 -0.0043 -0.0299 -0.0265
C 5.204 -1.176 -1.842 -0.0383 -0.0006 0.0329
C 3.848 -0.989 -1.607 0.0509 -0.0906 -0.0758
C 0.427 -3.319 -1.609 0.0883 -0.0235 -0.0171
C -0.409 -3.865 -2.576 -0.0425 -0.0161 -0.0395
C -0.886 -5.164 -2.429 0.0194 -0.0034 0.0126
C -0.511 -5.926 -1.332 -0.0162 0.0308 -0.0115
C 0.333 -5.387 -0.368 -0.0530 0.0549 0.0169
C 0.788 -4.086 -0.499 -0.0430 -0.0554 0.0299
C -0.825 -0.611 -3.520 -0.0210 0.0438 -0.1019
C -1.270 -0.629 -4.854 -0.0756 0.0023 0.0487
C -2.643 1.178 -0.258 -0.0329 -0.0440 0.1251
C -3.130 2.250 -0.975 -0.0237 0.0573 -0.0090
C -4.259 2.981 -0.569 0.0027 0.0089 0.0410
C -4.906 2.573 0.566 -0.0083 0.0294 -0.0532
C -6.162 3.089 1.227 0.0399 -0.0425 0.0075
C -6.394 2.140 2.434 0.0607 0.0108 -0.0235
C -5.195 1.221 2.435 -0.0330 0.0204 0.0073
C -4.834 0.208 3.274 0.0271 -0.0440 0.0322
C -3.596 -0.426 3.042 -0.0471 0.0400 0.0373
C -2.742 -0.120 1.999 -0.0306 -0.0445 -0.0502
P -1.068 -0.845 2.127 0.2153 0.0943 0.0609
C -1.506 -2.614 2.298 0.0065 -0.0321 0.0972
C -0.991 -3.436 3.297 -0.0600 -0.0142 -0.0359
C -1.363 -4.775 3.357 -0.0126 0.0468 -0.0089
C -2.252 -5.298 2.429 0.0385 0.0092 -0.0054
C -2.761 -4.482 1.427 0.0441 -0.0208 -0.0424
C -2.388 -3.150 1.360 0.0232 -0.0201 -0.0547
C -0.444 -0.313 3.763 -0.0500 0.0065 0.0092
C 0.846 -0.721 4.109 -0.0253 -0.0272 0.0145
C 1.403 -0.341 5.320 0.0369 -0.0045 -0.0590
C 0.701 0.491 6.181 -0.0113 0.0161 0.0113
C -0.567 0.928 5.830 0.0067 -0.0214 -0.0040
C -1.143 0.519 4.633 0.0488 0.0046 0.0104
C -3.187 0.818 1.014 -0.0864 0.0464 -0.0193
C -4.377 1.510 1.325 0.0337 -0.0188 -0.0433
H -3.886 0.243 -2.242 -0.0117 0.0129 -0.0036
H -4.612 -0.074 -4.569 0.0159 -0.0046 0.0102
H -3.445 -1.201 -7.100 0.0118 -0.0097 0.0155
H -2.999 0.491 -7.153 0.0015 -0.0064 -0.0077
H -1.247 -1.848 -7.689 0.0075 -0.0040 -0.0125
H -0.872 -0.162 -7.974 -0.0042 0.0211 0.0287
H 1.591 -1.218 -6.569 -0.0119 0.0012 0.0192
H 2.372 -1.475 -4.267 -0.0081 0.0127 -0.0115
H 2.678 -3.912 -2.878 0.0094 -0.0111 -0.0065
H 5.093 -4.250 -3.264 -0.0162 0.0183 0.0068
H 6.709 -2.497 -2.609 -0.0326 -0.0013 0.0075
H 5.908 -0.405 -1.554 -0.0436 -0.0439 -0.0009
H 3.498 -0.080 -1.136 0.0364 -0.0488 0.0142
H -0.683 -3.294 -3.455 0.0057 -0.0103 0.0435
H -1.538 -5.583 -3.184 0.0103 0.0038 0.0150
H -0.876 -6.941 -1.228 0.0129 0.0222 -0.0055
H 0.628 -5.975 0.492 -0.0071 -0.0015 -0.0115
H 1.442 -3.662 0.255 0.0062 0.0102 0.0134
H -2.629 2.521 -1.897 -0.0191 -0.0043 -0.0003
H -4.606 3.817 -1.163 0.0108 -0.0179 0.0104
H -6.023 4.122 1.551 0.0146 -0.0005 0.0015
H -7.003 3.089 0.534 0.0014 -0.0128 -0.0018
H -6.474 2.685 3.374 0.0074 0.0042 0.0044
H -7.315 1.567 2.324 -0.0042 -0.0108 -0.0165
H -5.440 -0.084 4.122 0.0155 -0.0007 -0.0204
H -3.271 -1.172 3.760 -0.0251 -0.0136 -0.0067
H -0.320 -3.035 4.044 0.0183 -0.0011 -0.0011
H -0.969 -5.404 4.145 -0.0036 0.0124 -0.0126
H -2.550 -6.337 2.488 0.0085 0.0212 -0.0059
H -3.450 -4.884 0.694 0.0021 0.0061 0.0166
H -2.804 -2.518 0.581 0.0032 -0.0185 0.0064
H 1.422 -1.322 3.414 0.0090 0.0086 0.0044
H 2.399 -0.675 5.580 -0.0113 0.0102 -0.0108
H 1.148 0.809 7.114 -0.0141 -0.0137 -0.0250
H -1.113 1.593 6.486 0.0035 -0.0102 -0.0093
H -2.127 0.882 4.377 -0.0015 0.0247 0.0058
C 1.788 0.317 1.007 -0.1233 -0.0973 -0.1868
Ge 2.400 2.184 1.002 0.1193 -0.0180 0.0534
C 3.596 2.423 2.514 0.0310 0.0535 -0.0111
C 4.098 3.691 2.817 -0.0193 -0.0486 0.0652
C 4.951 3.874 3.896 -0.0080 -0.0461 -0.0078
C 5.314 2.788 4.685 -0.0469 -0.0234 -0.0591
C 4.826 1.523 4.389 0.0194 0.0322 0.0037
C 3.972 1.342 3.307 0.0746 0.0384 0.0010
C 3.334 2.383 -0.688 0.0677 0.0887 -0.0153
C 2.648 2.328 -1.903 0.1083 0.0277 -0.0483
C 3.349 2.310 -3.103 0.0154 0.0466 0.0681
C 4.739 2.350 -3.101 -0.0543 0.0202 0.0599
C 5.428 2.411 -1.896 -0.0106 0.0277 -0.0231
C 4.729 2.424 -0.694 -0.0387 0.0304 -0.1008
C 0.779 3.232 1.186 -0.0206 0.1166 -0.0850
C -0.055 2.949 2.264 -0.1469 0.0489 -0.0123
C -1.274 3.599 2.406 0.0385 -0.0035 0.0164
C -1.656 4.564 1.482 0.0478 -0.0252 -0.0174
C -0.818 4.872 0.417 0.0302 -0.0557 0.0175
C 0.392 4.203 0.264 -0.0939 -0.0398 0.0735
H 3.820 4.548 2.211 -0.0102 -0.0122 0.0069
H 5.333 4.861 4.123 -0.0067 -0.0176 -0.0028
H 5.981 2.930 5.526 -0.0100 -0.0042 -0.0081
H 5.117 0.674 4.997 -0.0091 0.0220 -0.0126
H 3.605 0.350 3.071 -0.0229 -0.0168 0.0176
H 1.567 2.266 -1.913 0.0593 0.0264 -0.0301
H 2.810 2.262 -4.041 0.0035 -0.0016 0.0091
H 5.283 2.340 -4.036 0.0067 -0.0159 -0.0029
H 6.511 2.446 -1.893 -0.0218 0.0052 0.0002
H 5.276 2.464 0.242 -0.0070 -0.0062 -0.0067
H 0.244 2.211 3.001 -0.0029 0.0030 -0.0029
H -1.919 3.363 3.248 0.0277 0.0178 -0.0298
H -2.598 5.087 1.598 0.0055 -0.0123 -0.0056
H -1.108 5.632 -0.299 0.0014 -0.0045 0.0096
H 1.025 4.431 -0.584 0.0130 0.0161 -0.0022
```
Forces are in eV/Å.

For the total energy, the calculation gives -5897.3886 Eh. Its net charge is +1. As for the multiplicity: 2. Its HOMO energy (alpha / beta) is -9.491 / -9.773 eV. Its energy relative to the best compared isomer or geometry (same formula, charge and spin) is 0.000 eV. The value obtained for the frontier orbital gap (alpha / beta) is 0.2561 / 0.2670 Eh. The expectation value of S² is 0.765. As for the molar mass: 1136.8 g/mol.

Entry 4:
An isolated molecule of C2H2N4OS at a distorted geometry, computed with the ωB97M-V functional and the def2-TZVPD basis.

```
10
Properties=species:S:1:pos:R:3:forces:R:3
H -1.846 -2.197 -0.047 0.5489 -1.7366 0.0284
N -2.211 -1.287 -0.008 -0.3377 1.6655 -0.1505
C -1.291 -0.445 -0.015 1.2458 -0.4567 0.1566
N -1.570 0.931 0.014 -0.5107 0.4283 0.1068
N -0.695 1.804 0.016 0.2480 -0.6550 -0.1056
N 0.665 1.423 -0.051 0.3139 1.7521 -0.1250
C 0.990 0.220 -0.051 -0.3972 -2.4400 0.5132
S 2.653 -0.408 -0.003 -0.7321 0.0492 -0.1190
O 0.090 -0.836 0.012 -0.3068 1.2003 -0.2670
H 3.215 0.795 0.133 -0.0721 0.1929 -0.0379
```
Forces are in eV/Å.

For the total energy, the calculation gives -769.7702 Eh. Its structure (SMILES) is [H]/N=c1/nnnc(S)o1. Its net charge is 0. Its HOMO energy is -10.345 eV. Its energy relative to the best compared isomer or geometry (same formula, charge and spin) is 1.439 eV. The value obtained for the frontier orbital gap is 0.3469 Eh. As for the molar mass: 130.1 g/mol.